Record 1
{"formula": "C3H9NO2", "method": "the ωB97M-V functional and the def2-TZVPD basis", "spin_multiplicity": 1, "total_energy_ha": -324.86101, "e_homo_ev": -10.07, "gap_ev": 10.07, "species": ["C", "C", "N", "C", "H", "H", "H", "H", "H", "O", "H", "H", "O", "H", "H"], "xyz": [[0.8063, -0.3803, 1.9903], [0.7219, 0.5788, 1.0730], [0.8404, 0.3833, -0.3120], [1.6671, -0.4323, -0.8008], [0.6749, -1.4349, 1.7867], [0.7148, -0.2160, 3.0602], [0.4245, 1.5809, 1.3466], [2.1187, -0.2561, -1.7699], [2.3117, -1.0680, -0.1746], [-1.4797, 2.0591, -2.7130], [-2.3656, 1.8935, -2.3753], [-0.9072, 1.4026, -2.3016], [-2.0586, -1.7004, 0.3458], [-1.1950, -1.6100, 0.7660], [-2.2742, -0.8002, 0.0786]], "nbo_charge": [-0.4330, -0.0391, -0.4457, -0.0204, 0.1895, 0.2128, 0.2130, 0.1832, 0.1409, -0.9450, 0.4652, 0.4788, -0.9332, 0.4660, 0.4671]}

Record 2
{"formula": "C3H9NO2", "method": "the ωB97M-V functional and the def2-TZVPD basis", "spin_multiplicity": 1, "total_energy_ha": -324.87923, "e_homo_ev": -9.69, "gap_ev": 10.56, "species": ["C", "C", "N", "C", "O", "H", "H", "H", "H", "H", "H", "H", "O", "H", "H"], "xyz": [[1.5043, -1.4853, 0.0523], [0.2943, -0.5681, 0.5099], [0.4845, 0.9113, 0.2231], [-1.0012, -0.7580, -0.1237], [-1.9816, -1.3499, 0.2414], [2.3314, -0.8500, -0.3581], [1.0813, -2.1988, -0.7644], [1.8950, -2.1513, 0.7800], [0.0987, -0.6031, 1.6543], [0.9012, 1.4165, 1.0264], [0.7769, 1.1032, -0.6871], [-1.0372, -0.3477, -1.2684], [-1.7875, 2.3868, -0.8347], [-1.6295, 1.4829, -0.4291], [-1.9305, 3.0115, -0.0219]], "nbo_charge": [-0.6233, -0.1732, -0.8577, 0.4309, -0.5085, 0.2257, 0.2159, 0.2268, 0.2157, 0.3896, 0.3775, 0.0880, -0.9562, 0.4802, 0.4686]}

Record 3
{"formula": "C3H9NO2", "method": "the ωB97M-V functional and the def2-TZVPD basis", "spin_multiplicity": 1, "total_energy_ha": -324.84038, "e_homo_ev": -8.58, "gap_ev": 9.05, "species": ["C", "C", "N", "C", "H", "H", "H", "H", "H", "O", "H", "H", "O", "H", "H"], "xyz": [[1.7111, 1.0034, -1.3365], [0.6956, 1.7710, -0.9250], [-0.4708, 1.0490, -0.5859], [-1.6686, 1.2571, -0.2536], [1.4768, -0.0237, -1.6291], [2.7503, 1.2694, -1.1439], [0.6678, 2.8234, -1.1457], [-2.2035, 0.5004, 0.3293], [-2.0537, 2.2817, -0.3458], [0.8392, -2.4625, 0.5554], [1.6044, -1.9243, 0.3499], [0.3688, -2.5526, -0.2773], [-1.3442, -1.3854, 1.9579], [-1.8946, -1.8063, 2.6157], [-0.4786, -1.8008, 1.8344]], "nbo_charge": [-0.3651, -0.0487, -0.4777, -0.0174, 0.1938, 0.2035, 0.1848, 0.2029, 0.1216, -0.9496, 0.4793, 0.4825, -0.9840, 0.4697, 0.5045]}

Record 4
{"formula": "C3H9NO2", "method": "the ωB97M-V functional and the def2-TZVPD basis", "spin_multiplicity": 1, "total_energy_ha": -324.92065, "e_homo_ev": -9.73, "gap_ev": 10.41, "species": ["C", "C", "N", "O", "H", "H", "H", "H", "H", "C", "O", "H", "H", "H", "H"], "xyz": [[-0.4916, -1.0451, -2.4011], [0.1658, -0.4696, -1.1812], [1.5190, -0.1473, -1.2450], [-0.4958, -0.1553, -0.2173], [-1.4544, -0.5585, -2.5716], [-0.8512, -2.0431, -2.1305], [-0.0083, -1.0311, -3.3743], [2.0655, -0.5594, -0.5021], [1.9917, -0.2143, -2.1366], [-0.1167, 0.7840, 2.6254], [-1.0255, 1.8186, 3.0573], [0.7803, 1.2438, 2.2100], [-0.6305, 0.1114, 1.9618], [0.2174, 0.3165, 3.5549], [-1.6656, 1.9494, 2.3504]], "nbo_charge": [-0.7406, 0.6847, -0.8432, -0.5901, 0.2444, 0.2496, 0.2211, 0.3966, 0.3798, -0.2510, -0.7363, 0.1582, 0.2004, 0.1642, 0.4622]}

Record 5
{"formula": "C3H9NO2", "method": "the ωB97M-V functional and the def2-TZVPD basis", "spin_multiplicity": 1, "total_energy_ha": -324.81314, "e_homo_ev": -8.49, "gap_ev": 8.10, "species": ["C", "C", "N", "C", "H", "H", "H", "H", "H", "O", "H", "H", "O", "H", "H"], "xyz": [[-0.7507, 1.8629, 0.1216], [0.5659, 1.8865, 0.3737], [1.3731, 0.8089, 0.6615], [2.2948, 0.8249, 1.5573], [-1.2849, 0.9186, 0.1241], [-1.1223, 2.7119, -0.4410], [1.1084, 2.8519, 0.4046], [3.2223, 1.3865, 1.4296], [2.1140, 0.1049, 2.3616], [-3.5331, -3.9098, 0.3060], [-2.6969, -3.8700, -0.1676], [-3.9937, -4.6154, -0.1113], [1.0805, -0.6210, -2.2466], [0.9396, -0.0197, -2.9483], [0.6829, -0.3211, -1.4254]], "nbo_charge": [-0.4456, -0.0175, -0.5144, 0.0885, 0.2043, 0.2099, 0.1515, 0.1517, 0.1728, -0.9323, 0.4681, 0.4643, -0.9544, 0.4695, 0.4837]}

Record 6
{"formula": "C3H9NO2", "method": "the ωB97M-V functional and the def2-TZVPD basis", "spin_multiplicity": 1, "total_energy_ha": -324.87394, "e_homo_ev": -9.85, "gap_ev": 10.62, "species": ["N", "C", "O", "H", "H", "H", "C", "C", "O", "H", "H", "H", "H", "H", "H"], "xyz": [[2.1618, -1.5307, -0.5629], [2.1794, -0.3085, -0.9901], [1.7102, 0.2293, -2.0578], [1.4831, -2.1193, -1.0225], [2.0685, -1.6765, 0.4935], [2.9906, 0.2411, -0.3554], [-1.7253, 0.4479, 1.3895], [-1.5124, 0.8334, -0.0803], [-0.4603, 0.0006, -0.5319], [-2.4279, -0.4916, 1.7123], [-0.7278, 0.3703, 1.8540], [-2.3215, 1.2905, 1.8568], [-1.1415, 1.9154, -0.0584], [-2.5593, 0.6730, -0.5075], [0.2823, 0.1250, -1.1392]], "nbo_charge": [-0.7762, 0.5264, -0.6373, 0.3956, 0.4155, 0.1146, -0.6207, -0.0605, -0.8170, 0.2034, 0.2059, 0.2019, 0.1689, 0.1705, 0.5089]}

Record 7
{"formula": "C3H9NO2", "method": "the ωB97M-V functional and the def2-TZVPD basis", "spin_multiplicity": 2, "total_energy_ha": -324.59171, "e_homo_ev": [-13.88, -13.88], "s_squared": 0.766, "gap_ev": [9.87, 4.64], "charge": 1, "species": ["C", "C", "N", "C", "O", "H", "H", "H", "H", "H", "H", "H", "H", "H", "O"], "xyz": [[0.1642, 1.2364, 1.3461], [-0.0209, 0.5117, 0.0647], [1.0789, -0.2757, -0.4745], [2.1934, -0.6639, 0.2808], [-0.9860, 0.5628, -0.6439], [-0.7045, 1.8092, 1.6395], [0.4545, 0.5407, 2.1300], [1.0041, 1.9393, 1.2931], [0.7248, -0.8982, -1.2077], [2.0024, -1.6770, 0.7146], [2.4600, 0.0836, 1.0092], [3.0118, -1.0553, -0.3376], [-3.8147, -0.9707, -2.6796], [-3.4525, -0.2901, -1.3623], [-4.1155, -0.8531, -1.7723]], "lowdin_spin": [-0.0071, 0.0028, 0.5722, 0.1267, 0.1976, -0.0002, -0.0034, -0.0016, 0.0071, 0.0697, 0.0029, 0.0331, 0.0000, -0.0001, 0.0003]}

Record 8
{"formula": "C3H9NO2", "method": "the ωB97M-V functional and the def2-TZVPD basis", "spin_multiplicity": 2, "total_energy_ha": -324.55770, "e_homo_ev": [-14.43, -14.41], "s_squared": 0.772, "gap_ev": [10.23, 5.12], "charge": 1, "species": ["C", "N", "C", "C", "O", "H", "H", "H", "H", "H", "H", "H", "H", "H", "O"], "xyz": [[-0.6457, -0.3852, 0.8822], [0.6102, -0.3780, 0.4659], [0.8166, 0.1259, -0.8499], [1.5803, -0.9878, 1.2615], [-1.6221, 0.2297, 0.5059], [-0.8098, -1.0794, 1.8407], [-0.0462, 0.7206, -1.2333], [0.9978, -0.8148, -1.5310], [1.6494, 0.8253, -1.0895], [1.5164, -0.4912, 2.2762], [2.6598, -1.0527, 0.8507], [1.4306, -2.1203, 1.5604], [-3.3164, 2.1707, -1.9757], [-2.3619, 1.5219, -1.0255], [-2.4590, 1.7153, -1.9385]], "lowdin_spin": [-0.0098, 0.4229, 0.0710, 0.0840, 0.2645, 0.0002, 0.0029, 0.0508, 0.0232, 0.0402, 0.0028, 0.0454, 0.0000, -0.0007, 0.0027]}

Record 9
{"formula": "C3H9NO2", "method": "the ωB97M-V functional and the def2-TZVPD basis", "spin_multiplicity": 2, "total_energy_ha": -324.54935, "e_homo_ev": [-15.64, -13.71], "s_squared": 0.761, "gap_ev": [11.97, 4.64], "charge": 1, "species": ["C", "C", "C", "O", "N", "H", "H", "H", "H", "H", "H", "H", "H", "H", "O"], "xyz": [[0.1519, -1.0934, 1.1912], [0.3495, 0.1870, 0.3839], [0.1126, -0.2530, -1.0330], [0.8132, -0.0012, -1.9736], [0.1998, -0.7160, 2.6874], [1.0972, -1.6393, 0.9558], [-0.5829, -1.8111, 0.9409], [1.4041, 0.4906, 0.4095], [-0.2334, 1.0456, 0.7555], [-0.6548, -1.0270, -1.0839], [1.0617, -0.8611, 3.2005], [-0.6649, -0.9377, 3.1924], [-0.7504, 2.3111, -1.8385], [-2.0183, 1.8515, -0.8370], [-1.2808, 1.5693, -1.4964]], "lowdin_spin": [0.0366, 0.1004, 0.0622, 0.2945, 0.4513, 0.0071, 0.0024, -0.0007, -0.0021, 0.0287, 0.0108, 0.0103, -0.0001, -0.0002, -0.0011]}

Record 10
{"formula": "C3H9NO2P", "method": "the ωB97M-V functional and the def2-TZVPD basis", "spin_multiplicity": 1, "total_energy_ha": -666.30962, "e_homo_ev": -3.57, "gap_ev": 7.34, "charge": -1, "species": ["C", "C", "C", "N", "O", "O", "P", "H", "H", "H", "H", "H", "H", "H", "H", "H"], "xyz": [[1.6898, 2.5808, 1.5031], [0.4082, -2.1385, -0.2227], [0.6074, 1.8525, 1.3816], [-0.0399, -0.9116, -0.8070], [-2.4931, -1.9976, -1.0357], [-1.5872, 0.0882, -2.5756], [-1.5944, -0.7268, -1.1446], [2.0487, 2.8941, 2.4850], [-2.0079, 0.2457, -0.1660], [2.0337, 3.1825, 0.6880], [0.5569, -3.0185, -0.9264], [-0.2346, -2.5378, 0.5718], [1.3342, -1.8975, 0.3231], [0.1812, 1.6812, 0.3910], [0.0853, 1.4367, 2.2551], [-0.9883, -0.7334, -2.7207]], "nbo_charge": [-0.4336, -0.4007, -0.3409, -1.1827, -1.1571, -0.9733, 2.0012, 0.1712, -0.2006, 0.1834, 0.1466, 0.1545, 0.1587, 0.2277, 0.1854, 0.4603]}

Record 11
{"formula": "C3H9NO2P", "method": "the ωB97M-V functional and the def2-TZVPD basis", "spin_multiplicity": 1, "total_energy_ha": -666.31409, "e_homo_ev": [-3.34, -3.34], "gap_ev": [7.39, 7.38], "charge": -1, "species": ["C", "C", "C", "N", "O", "O", "P", "H", "H", "H", "H", "H", "H", "H", "H", "H"], "xyz": [[0.3481, -1.0921, -1.0982], [0.9204, -0.2483, 1.3149], [0.2844, 0.0163, -0.1364], [-2.9901, 0.6802, -1.2942], [-2.9174, -1.4666, 0.3321], [-2.9181, 0.9864, 1.2396], [-2.4527, -0.0161, 0.2586], [0.6484, -1.9496, -0.6327], [-0.6154, -1.2867, -1.7451], [1.2027, -1.0591, -1.9095], [0.3521, -1.0023, 1.8745], [0.6911, 0.6984, 1.9373], [2.0812, -0.2691, 1.4046], [0.6152, 0.9186, -0.5582], [-3.0227, 1.7034, -1.1227], [-2.2645, 0.1947, -1.9468]], "nbo_charge": [-0.6341, -0.6627, -0.4223, -1.2106, -1.1281, -1.1583, 2.1519, 0.1973, 0.1949, 0.1482, 0.2178, 0.2071, 0.1676, 0.1621, 0.3920, 0.3773]}

Record 12
{"formula": "C3H9NO2P2", "method": "the ωB97M-V functional and the def2-TZVPD basis", "spin_multiplicity": 1, "total_energy_ha": -1007.56589, "e_homo_ev": [-7.51, -7.51], "gap_ev": [7.30, 7.30], "species": ["C", "C", "C", "N", "O", "O", "P", "P", "H", "H", "H", "H", "H", "H", "H", "H", "H"], "xyz": [[-1.9791, -0.5810, 1.0942], [-0.8976, 0.4570, 1.4461], [1.0716, 1.3222, 0.2812], [-0.2452, 1.0623, 0.3224], [-2.7927, -0.9091, 1.9095], [-1.9696, -1.0565, -0.1411], [0.7079, -0.8436, -1.9959], [2.5302, -0.7644, -0.8967], [-0.1496, -0.0393, 2.0725], [-1.3934, 1.2156, 2.0676], [1.4166, 2.0162, -0.4637], [1.6452, 1.2152, 1.1843], [-0.8225, 1.3434, -0.4577], [-1.1583, -0.8485, -0.6615], [1.1036, 0.0250, -3.0056], [0.9026, -1.9557, -2.8044], [2.0302, -1.6589, 0.0490]], "nbo_charge": [0.7786, -0.3464, -0.1040, -0.5765, -0.5642, -0.7037, -0.0656, -0.1810, 0.2381, 0.2314, 0.2140, 0.2147, 0.4123, 0.4952, -0.0040, 0.0026, -0.0415]}

In kJ/mol, the energy relative to the best compared isomer or geometry (same formula, charge and spin) values for the records above are, in order, 293.0, 245.2, 347.2, 136.4, 418.7, 259.1, 88.8, 178.1, 200.1, 231.6, 219.8, 433.0.